No. 1
{"formula": "C44H44NO2P3S2V", "method": "the ωB97M-V functional and the def2-TZVPD basis", "multiplicity": 2, "lumo_ev": [0.091, 0.137], "gap_ev": [7.1, 6.7], "homo_energy_ha": [-0.2575, -0.2413], "energy_ha": -4672.7926, "symbols": ["V", "C", "N", "C", "P", "C", "C", "C", "C", "C", "C", "C", "C", "C", "C", "C", "C", "C", "C", "C", "C", "C", "C", "P", "C", "C", "C", "C", "C", "C", "C", "C", "C", "C", "C", "C", "H", "H", "H", "H", "H", "H", "H", "H", "H", "H", "H", "H", "H", "H", "H", "H", "H", "H", "H", "H", "H", "H", "H", "H", "H", "H", "H", "H", "H", "C", "C", "O", "P", "S", "S", "O", "C", "C", "H", "H", "H", "H", "H", "H", "H", "H", "H", "H", "C", "C", "C", "C", "C", "C", "C", "C", "H", "H", "H", "H", "H"], "xyz": [[0.1256, 0.4707, 0.1180], [-2.0622, -0.2632, 2.9859], [-2.9673, 0.7038, 2.3999], [-3.3765, 0.3234, 1.0636], [-2.1552, 0.7827, -0.2811], [-2.8414, -0.2518, -1.6370], [-3.0773, 0.2796, -2.9046], [-3.5789, -0.5207, -3.9212], [-3.8509, -1.8610, -3.6883], [-3.5797, -2.4102, -2.4438], [-3.0636, -1.6150, -1.4309], [-2.7856, 2.4372, -0.7934], [-4.1550, 2.6570, -0.9615], [-4.6361, 3.9030, -1.3279], [-3.7504, 4.9461, -1.5695], [-2.3870, 4.7265, -1.4625], [-1.9078, 3.4810, -1.0729], [-3.5644, 1.7387, 3.1180], [-4.5706, 2.5382, 2.5558], [-5.1519, 3.5753, 3.2675], [-4.7682, 3.8583, 4.5692], [-3.7865, 3.0665, 5.1450], [-3.1942, 2.0302, 4.4413], [-0.3120, -0.2374, 2.2945], [0.6011, 0.6727, 3.5935], [1.8007, 0.1821, 4.1027], [2.5271, 0.9269, 5.0235], [2.0674, 2.1682, 5.4329], [0.8821, 2.6732, 4.9134], [0.1570, 1.9332, 3.9938], [0.1005, -1.9779, 2.6921], [0.5006, -2.8309, 1.6657], [0.7936, -4.1639, 1.9269], [0.6799, -4.6556, 3.2175], [0.2664, -3.8177, 4.2461], [-0.0201, -2.4870, 3.9864], [-2.4382, -1.2673, 2.7600], [-2.0156, -0.1740, 4.0664], [-4.3535, 0.7199, 0.8116], [-3.4693, -0.7636, 1.0405], [-2.8631, 1.3227, -3.0980], [-3.7556, -0.0953, -4.9017], [-4.2629, -2.4786, -4.4766], [-3.7642, -3.4621, -2.2621], [-2.8102, -2.0693, -0.4805], [-4.8562, 1.8382, -0.8423], [-5.7039, 4.0591, -1.4268], [-4.1271, 5.9206, -1.8584], [-1.6889, 5.5273, -1.6774], [-0.8475, 3.3137, -0.9795], [-4.9146, 2.3777, 1.5461], [-5.9187, 4.1716, 2.7861], [-5.2210, 4.6726, 5.1199], [-3.4627, 3.2565, 6.1619], [-2.4253, 1.4626, 4.9431], [2.1732, -0.7780, 3.7688], [3.4563, 0.5340, 5.4192], [2.6342, 2.7465, 6.1527], [0.5329, 3.6562, 5.2084], [-0.7483, 2.3407, 3.5686], [0.5967, -2.4474, 0.6590], [1.1185, -4.8131, 1.1237], [0.9174, -5.6916, 3.4256], [0.1722, -4.2034, 5.2540], [-0.3230, -1.8346, 4.7977], [5.5183, 0.8942, -1.8341], [4.6398, -0.3025, -2.1537], [3.2929, 0.0675, -2.5098], [2.2260, 0.6255, -1.4336], [2.5189, -0.1846, 0.3485], [0.4577, 0.3367, -2.2994], [2.5855, 2.1833, -1.3042], [2.0809, 3.1933, -2.1903], [2.9777, 3.3787, -3.3975], [6.5421, 0.5636, -1.6490], [5.1492, 1.4063, -0.9458], [5.5170, 1.5979, -2.6673], [4.6039, -0.9872, -1.3049], [5.0148, -0.8425, -3.0204], [2.0324, 4.1028, -1.5925], [1.0704, 2.9291, -2.5035], [3.9914, 3.6375, -3.0879], [2.5863, 4.1862, -4.0197], [3.0153, 2.4654, -3.9923], [0.3686, 2.2295, 0.8625], [0.7623, 3.3516, 1.1319], [1.1093, 4.7101, 1.4044], [2.4093, 5.1871, 1.2167], [2.7002, 6.5246, 1.4329], [1.7039, 7.4026, 1.8417], [0.4104, 6.9349, 2.0392], [0.1103, 5.5999, 1.8235], [3.1810, 4.4952, 0.9000], [3.7086, 6.8882, 1.2764], [1.9371, 8.4467, 2.0085], [-0.3678, 7.6190, 2.3578], [-0.8963, 5.2250, 1.9665]], "lowdin_spin": [0.862, 0.000, 0.000, -0.001, 0.021, 0.008, 0.001, 0.001, 0.001, 0.000, 0.003, 0.001, 0.000, 0.000, 0.000, 0.000, 0.000, 0.000, 0.000, 0.000, 0.000, 0.000, 0.000, 0.019, 0.001, 0.000, 0.000, -0.001, 0.000, -0.001, 0.005, 0.004, 0.000, 0.000, 0.000, 0.000, 0.000, 0.000, 0.000, 0.000, 0.000, 0.000, 0.000, 0.000, 0.001, 0.000, 0.000, 0.000, 0.000, 0.000, 0.000, 0.000, 0.000, 0.000, 0.000, 0.000, 0.000, 0.000, 0.000, 0.000, 0.003, 0.000, 0.000, 0.000, 0.000, 0.000, 0.000, 0.000, -0.002, -0.008, -0.003, 0.000, 0.000, 0.000, 0.000, 0.000, 0.000, 0.000, 0.000, 0.000, 0.000, 0.000, 0.000, 0.000, -0.010, 0.069, 0.012, 0.006, 0.000, 0.004, 0.000, 0.006, 0.001, 0.000, 0.000, 0.000, 0.001]}

No. 2
{"formula": "C5H12O2", "method": "the ωB97M-V functional and the def2-TZVPD basis", "lumo_ev": 0.894, "gap_ev": 10.9, "smiles": "CC[C@@H](O)[C@@H](C)O", "homo_energy_ha": -0.3674, "energy_ha": -348.1045, "symbols": ["C", "C", "C", "O", "C", "C", "O", "H", "H", "H", "H", "H", "H", "H", "H", "H", "H", "H", "H"], "xyz": [[0.7763, 0.2832, 2.5170], [0.8796, -0.4244, 0.8515], [-0.3822, -0.1627, 0.0736], [-0.7048, 1.1322, 0.5203], [-0.0358, -0.2112, -1.4553], [-1.2936, -0.4598, -2.2742], [0.5786, 1.0102, -1.7805], [1.0897, 1.3007, 2.8877], [-0.0556, -0.0139, 3.1844], [1.6250, -0.3256, 2.7259], [1.6976, 0.1329, 0.3740], [1.1378, -1.4936, 0.9133], [-1.1846, -0.8916, 0.2851], [-0.1355, 1.0519, 1.4280], [0.6988, -1.0103, -1.6724], [-2.0343, 0.3040, -2.0163], [-1.0787, -0.4000, -3.3449], [-1.7171, -1.4477, -2.0529], [0.1385, 1.6257, -1.1643]], "mulliken_charge": [-1.182, -0.761, 0.201, -0.717, 0.171, -1.423, -0.579, 0.382, 0.328, 0.424, 0.357, 0.422, 0.263, 0.351, 0.349, 0.288, 0.368, 0.362, 0.397]}

No. 3
{"formula": "C61H54N5O4SnTe", "method": "the ωB97M-V functional and the def2-TZVPD basis", "total_charge": -1, "lumo_ev": 2.146, "gap_ev": 6.6, "homo_energy_ha": -0.1635, "energy_ha": -3414.0240, "symbols": ["Sn", "C", "O", "C", "C", "C", "C", "C", "C", "N", "N", "C", "C", "O", "C", "C", "C", "C", "C", "C", "C", "C", "H", "H", "H", "H", "H", "H", "H", "H", "H", "H", "H", "H", "H", "C", "C", "C", "C", "C", "C", "C", "C", "C", "C", "N", "C", "C", "C", "C", "C", "N", "H", "H", "H", "H", "H", "H", "H", "H", "H", "H", "H", "H", "H", "H", "H", "H", "H", "C", "C", "C", "C", "C", "O", "C", "C", "C", "C", "C", "C", "C", "O", "C", "C", "C", "N", "C", "C", "Te", "C", "C", "C", "C", "C", "C", "C", "C", "C", "C", "C", "C", "H", "H", "H", "H", "H", "H", "H", "H", "H", "H", "H", "H", "H", "H", "H", "H", "H", "H", "H", "H", "H", "H", "H", "H"], "xyz": [[0.7102, 1.6673, -0.7719], [-0.6324, 4.2030, -3.9814], [-1.1482, 3.2150, -3.1051], [-2.4069, 2.7475, -3.3342], [-3.0729, 2.9183, -4.5384], [-4.3652, 2.4303, -4.7031], [-4.9830, 1.7542, -3.6641], [-4.3236, 1.5901, -2.4544], [-3.0346, 2.0837, -2.2607], [-2.3283, 1.9963, -1.0469], [-3.1066, 1.7539, -0.0767], [-2.6890, 1.8177, 1.2074], [-1.5099, 2.5254, 1.6357], [-0.6086, 2.9738, 0.8710], [-1.4361, 2.8720, 3.0430], [-2.3141, 2.4079, 3.9507], [-3.4263, 1.5907, 3.5645], [-4.2819, 1.0203, 4.5222], [-5.3142, 0.1943, 4.1475], [-5.5397, -0.0448, 2.7856], [-4.7268, 0.5210, 1.8320], [-3.6321, 1.3295, 2.1941], [-1.3631, 4.9991, -4.1441], [-0.3430, 3.7749, -4.9460], [0.2548, 4.6043, -3.4969], [-2.5816, 3.4179, -5.3631], [-4.8747, 2.5829, -5.6463], [-5.9807, 1.3531, -3.7977], [-4.7934, 1.0740, -1.6283], [-0.5647, 3.4450, 3.3369], [-2.1688, 2.6183, 5.0063], [-4.0968, 1.2303, 5.5710], [-5.9480, -0.2628, 4.8979], [-6.3442, -0.7068, 2.4850], [-4.8928, 0.3287, 0.7803], [3.0685, 5.4543, 1.5241], [1.8812, 4.6465, 2.0696], [2.3033, 3.4020, 2.8134], [2.1747, 3.3484, 4.1942], [2.5778, 2.2322, 4.9142], [3.1245, 1.1566, 4.2409], [3.2731, 1.1704, 2.8569], [3.8632, -0.0400, 2.1795], [5.3950, -0.0568, 2.2293], [2.8468, 2.2933, 2.1348], [2.8566, 2.3044, 0.7226], [3.9409, 2.4524, 0.0476], [3.9945, 2.5460, -1.3733], [5.1306, 2.8248, -2.1534], [4.6879, 2.8835, -3.4737], [3.3080, 2.6300, -3.4203], [2.8819, 2.4303, -2.1673], [2.7267, 6.4142, 1.1307], [3.5705, 4.9202, 0.7202], [3.7992, 5.6462, 2.3136], [1.2183, 4.3645, 1.2532], [1.3174, 5.2831, 2.7550], [1.7424, 4.1956, 4.7171], [2.4573, 2.2019, 5.9907], [3.4269, 0.2700, 4.7901], [3.5333, -0.0802, 1.1430], [3.4901, -0.9356, 2.6831], [5.8114, 0.7846, 1.6735], [5.7872, -0.9806, 1.7976], [5.7486, 0.0138, 3.2602], [4.9000, 2.5836, 0.5611], [6.1399, 2.9638, -1.7909], [5.2720, 3.0959, -4.3569], [2.6196, 2.5841, -4.2572], [-3.6647, -4.1977, 0.2440], [-2.5478, -3.1828, 0.1832], [-1.9904, -2.6518, 1.3378], [-0.9626, -1.7160, 1.3052], [-0.4420, -1.0917, 2.5475], [0.0597, 0.0153, 2.5863], [-0.5243, -1.8578, 3.8502], [-0.4351, -3.2451, 3.9362], [-0.4912, -3.8775, 5.1714], [-0.6182, -3.1291, 6.3325], [-0.6630, -1.7422, 6.2572], [-0.6094, -1.1133, 5.0245], [-0.4368, -1.2736, 0.0429], [0.5374, -0.4637, -0.0053], [-1.0171, -1.8223, -1.1526], [-2.0611, -2.7376, -1.0388], [-0.5021, -1.4675, -2.4900], [0.3977, -0.5685, -2.6639], [0.9853, -0.2994, -3.9721], [1.9556, -1.3643, -4.5020], [3.7261, -1.7066, -3.3021], [2.9412, -3.1627, -1.9707], [2.4808, -4.4002, -2.4104], [1.9551, -5.3113, -1.5032], [1.9107, -5.0022, -0.1486], [2.4105, -3.7879, 0.2976], [2.9208, -2.8722, -0.6132], [-1.0038, -2.2996, -3.6430], [-1.7426, -1.7346, -4.6771], [-2.0804, -2.4917, -5.7914], [-1.6786, -3.8159, -5.8891], [-0.9732, -4.3966, -4.8425], [-0.6544, -3.6460, -3.7210], [-3.9484, -4.3919, 1.2793], [-3.3597, -5.1459, -0.2064], [-4.5482, -3.8477, -0.2969], [-2.4239, -2.9307, 2.2902], [-0.3023, -3.8298, 3.0350], [-0.4333, -4.9578, 5.2276], [-0.6730, -3.6247, 7.2944], [-0.7254, -1.1507, 7.1631], [-0.6263, -0.0334, 4.9385], [-2.5240, -3.1220, -1.9419], [1.5404, 0.6326, -3.8561], [0.2145, -0.1369, -4.7317], [2.3279, -1.0292, -5.4712], [1.4682, -2.3270, -4.6430], [2.5243, -4.6546, -3.4634], [1.5708, -6.2638, -1.8513], [1.4865, -5.7096, 0.5545], [2.3679, -3.5290, 1.3495], [3.2728, -1.9093, -0.2711], [-2.0614, -0.7015, -4.6060], [-2.6474, -2.0375, -6.5957], [-1.9058, -4.3927, -6.7774], [-0.6582, -5.4316, -4.9024], [-0.1201, -4.0912, -2.8923]], "mulliken_charge": [1.276, -1.227, 0.212, 0.178, -0.635, -0.682, -0.969, -0.138, 0.365, 0.587, -0.427, -0.024, 0.595, -1.255, -0.531, -0.801, 1.136, -0.932, -0.593, -0.778, -0.556, 0.662, 0.486, 0.390, 0.157, 0.407, 0.404, 0.386, 0.413, 0.183, 0.340, 0.399, 0.383, 0.399, 0.324, -1.432, -0.274, 0.623, -0.425, -1.197, -0.597, 0.833, 0.221, -1.443, -0.553, 1.169, -0.531, -0.164, -1.141, -1.142, -0.679, 0.845, 0.431, 0.233, 0.361, -0.196, 0.582, 0.381, 0.374, 0.455, -0.667, 0.601, 0.274, 0.430, 0.348, 0.349, 0.482, 0.448, 0.566, -1.730, -0.187, -0.617, 1.232, -0.357, -0.138, 0.211, 0.053, -0.956, -0.500, -0.893, -0.283, -0.378, -0.653, 1.519, -1.051, 0.167, 0.606, -0.276, -1.240, 0.226, -0.503, -0.023, -0.660, -0.469, -0.324, 0.301, -0.761, -0.430, -0.701, -0.755, -0.745, 0.124, 0.403, 0.308, 0.365, 0.535, 0.631, 0.413, 0.396, 0.421, 0.487, 0.571, -0.197, 0.369, 0.610, 0.172, 0.423, 0.370, 0.392, 0.324, -0.069, 0.657, 0.421, 0.358, 0.409, 0.722]}

No. 4
{"formula": "C27H62IN5O11P", "method": "the ωB97M-V functional and the def2-TZVPD basis", "total_charge": -1, "lumo_ev": 1.921, "gap_ev": 6.5, "homo_energy_ha": -0.1677, "energy_ha": -2806.1181, "symbols": ["C", "C", "O", "O", "C", "C", "C", "C", "C", "N", "C", "N", "C", "O", "O", "P", "O", "I", "H", "H", "H", "H", "H", "H", "H", "H", "H", "H", "H", "H", "H", "H", "H", "H", "H", "C", "O", "C", "C", "N", "C", "C", "O", "C", "H", "H", "H", "H", "H", "H", "H", "H", "H", "H", "H", "H", "H", "H", "H", "C", "O", "C", "C", "N", "C", "C", "O", "C", "H", "H", "H", "H", "H", "H", "H", "H", "H", "H", "H", "H", "H", "H", "H", "C", "O", "C", "C", "N", "C", "C", "O", "C", "H", "H", "H", "H", "H", "H", "H", "H", "H", "H", "H", "H", "H", "H", "H"], "xyz": [[-4.3539, 3.4697, -1.9535], [-4.0164, 1.8720, -1.7099], [-4.7171, 0.9826, -2.4384], [-2.9715, 1.5046, -0.7181], [-2.1695, 0.3622, -1.1843], [-0.5546, 0.5423, -0.8300], [0.2719, 1.3135, -2.0217], [1.4273, 2.3164, -1.3598], [2.4112, 2.9342, -2.5633], [3.4761, 1.9606, -3.0172], [3.5087, 1.7765, -4.5181], [3.4906, 3.0880, -5.3087], [2.3252, 0.7147, -5.0351], [2.3809, -0.5370, -4.5005], [1.2979, 1.0378, -6.0370], [5.1806, 0.9161, -5.0290], [5.6714, -0.2580, -3.8385], [4.6837, -0.3422, -7.1406], [-4.1365, 4.0887, -0.9594], [-5.4862, 3.6422, -2.2601], [-3.7094, 3.9562, -2.8313], [-2.6050, -0.6096, -0.6695], [-2.2204, 0.1899, -2.3614], [-0.5134, 1.1601, 0.1871], [-0.1434, -0.5521, -0.6394], [-0.4326, 1.9188, -2.7712], [0.7830, 0.4757, -2.6890], [2.0286, 1.8197, -0.4876], [0.8235, 3.2580, -0.9580], [2.9916, 3.8324, -2.0326], [1.6772, 3.2959, -3.4023], [4.4073, 2.2166, -2.6161], [3.8022, 2.8382, -6.2949], [2.4713, 3.3468, -5.4347], [6.4531, -0.7434, -4.2825], [5.0967, -2.2363, 3.6541], [5.9051, -1.1133, 3.9805], [7.1645, -1.1180, 3.2963], [7.2355, 0.0599, 2.3119], [6.3288, -0.1481, 1.1776], [6.1766, 1.0390, 0.3285], [5.4836, 2.2644, 0.9556], [4.1044, 2.0523, 1.2612], [3.8678, 1.4962, 2.5492], [4.2050, -2.2098, 4.2860], [4.7788, -2.1932, 2.6092], [5.6319, -3.1709, 3.8467], [7.3620, -2.0731, 2.7946], [7.9377, -0.9808, 4.0603], [8.2614, 0.1590, 1.9414], [6.9753, 0.9706, 2.8593], [5.4105, -0.4095, 1.5308], [5.5855, 0.7258, -0.5404], [7.1607, 1.3357, -0.0532], [5.4999, 3.0621, 0.2035], [6.0249, 2.6596, 1.8221], [4.6184, 1.8022, 3.2829], [3.8174, 0.4093, 2.4833], [2.8897, 1.8461, 2.8920], [3.5996, -6.9495, 9.0906], [2.6844, -7.4335, 8.1163], [1.3314, -7.0424, 8.3823], [0.8332, -6.0854, 7.2881], [1.4991, -4.7820, 7.3871], [1.2420, -3.9079, 6.2368], [1.8117, -4.3548, 4.8764], [3.2391, -4.3526, 4.8210], [3.8450, -5.5631, 5.2591], [4.5847, -7.3700, 8.8720], [3.6731, -5.8599, 9.0443], [3.3020, -7.2644, 10.0952], [1.2133, -6.6062, 9.3816], [0.7276, -7.9559, 8.3477], [-0.2483, -5.9479, 7.3942], [1.0296, -6.5528, 6.3188], [2.5040, -4.9278, 7.4607], [1.6816, -2.9337, 6.4824], [0.1614, -3.7483, 6.1419], [1.4864, -3.6165, 4.1340], [1.4039, -5.3148, 4.5414], [3.2248, -6.4404, 5.0562], [4.0822, -5.4990, 6.3211], [4.7908, -5.6792, 4.7220], [-9.5523, 0.4997, -3.9010], [-9.8212, 1.0999, -5.1614], [-10.8912, 2.0519, -5.1063], [-10.3563, 3.4648, -5.3877], [-9.5306, 3.9453, -4.2744], [-8.8038, 5.1829, -4.5803], [-7.7086, 5.1029, -5.6616], [-6.5908, 4.2947, -5.2904], [-6.7354, 2.9143, -5.6032], [-8.7980, -0.2779, -4.0474], [-9.1542, 1.2368, -3.1989], [-10.4541, 0.0366, -3.4896], [-11.4362, 2.0108, -4.1554], [-11.5944, 1.7807, -5.9015], [-11.2003, 4.1477, -5.5329], [-9.7784, 3.4261, -6.3156], [-8.8518, 3.2267, -4.0309], [-8.3307, 5.5047, -3.6448], [-9.5238, 5.9641, -4.8514], [-7.3103, 6.1163, -5.7905], [-8.1015, 4.8095, -6.6412], [-7.3426, 2.7478, -6.4970], [-7.1545, 2.3800, -4.7505], [-5.7376, 2.5043, -5.7843]], "mulliken_charge": [-0.662, 0.643, -0.559, -0.327, -0.434, -0.552, -0.204, -0.253, -0.619, -0.089, 0.479, -0.731, 0.227, -0.669, -0.782, -0.008, -0.397, -0.134, 0.291, 0.129, 0.229, 0.257, 0.340, 0.211, 0.328, 0.250, 0.024, 0.053, 0.244, 0.182, 0.266, 0.207, 0.351, 0.381, 0.324, -0.495, -0.356, -0.785, -0.246, -0.284, -0.682, -0.658, -0.324, -0.694, 0.114, 0.264, 0.291, 0.395, 0.396, 0.357, 0.199, 0.039, 0.463, 0.360, 0.398, 0.369, 0.332, 0.216, 0.302, -0.730, -0.339, -0.787, -0.205, -0.351, -0.687, -0.590, -0.269, -0.727, 0.239, 0.311, 0.342, 0.397, 0.386, 0.380, 0.189, 0.088, 0.375, 0.392, 0.365, 0.380, 0.326, 0.234, 0.308, -0.726, -0.341, -0.788, -0.219, -0.304, -0.691, -0.482, -0.395, -0.519, 0.248, 0.313, 0.334, 0.396, 0.384, 0.400, 0.198, 0.036, 0.351, 0.402, 0.345, 0.336, 0.300, 0.126, 0.300]}